Entry from OMol25: one molecule with the formula C23H29N3O2 (wB97M-V/def2-TZVPD).

Last column: Mulliken charge in e.
Cartesian coordinates (Å):
C -1.37138 -7.44492 -2.43391  -1.19
C -2.58047 -6.72424 -3.01799  -0.61
C -3.17381 -5.68245 -2.06817  -0.37
C -3.80842 -6.30404 -0.82546  -0.51
C -4.53038 -5.27130 0.04981  -0.96
C -3.52452 -4.31328 0.66862  0.57
O -2.90548 -4.58732 1.67320  -0.66
N -3.38317 -3.15494 -0.03450  -0.11
C -2.52644 -2.07376 0.20806  0.76
C -2.51173 -1.03019 -0.71536  -0.83
C -1.69657 0.06462 -0.53096  -0.58
C -0.85309 0.15620 0.58044  0.13
N -0.08260 1.30439 0.76241  0.27
C 0.75726 1.76316 -0.32328  -0.80
C 0.97207 3.27624 -0.20393  -0.72
N 1.55601 3.57299 1.08103  0.14
C 2.83817 3.95878 1.29727  0.43
O 3.33896 3.96234 2.40701  -0.65
C 3.59833 4.43521 0.09915  0.19
C 3.19794 5.57352 -0.59286  0.08
C 3.95626 6.04426 -1.64990  -0.55
C 5.11375 5.38186 -2.02471  -0.41
C 5.52077 4.25442 -1.33145  -0.62
C 4.77125 3.78678 -0.26644  -0.43
C 0.76137 3.07410 2.18234  -1.30
C 0.53085 1.56571 2.04644  -0.77
C -0.87520 -0.89495 1.49807  -0.42
C -1.69886 -1.98974 1.32121  -0.69
H -0.93279 -8.10723 -3.17686  0.38
H -0.61465 -6.72741 -2.12423  0.30
H -1.65137 -8.04311 -1.57121  0.33
H -3.34958 -7.45533 -3.27821  0.33
H -2.27931 -6.22043 -3.93986  0.32
H -3.93720 -5.11632 -2.61105  0.30
H -2.38584 -4.98715 -1.76966  0.23
H -4.52749 -7.06663 -1.13413  0.35
H -3.04169 -6.78660 -0.21890  0.35
H -5.03106 -5.79273 0.86687  0.38
H -5.27911 -4.73493 -0.53652  0.34
H -3.94153 -3.05794 -0.87102  0.16
H -3.15561 -1.07399 -1.58371  0.31
H -1.72869 0.86830 -1.25102  0.44
H 0.29511 1.52899 -1.28093  0.48
H 1.74320 1.26713 -0.28529  0.19
H 1.62311 3.62432 -1.00569  0.51
H 0.00397 3.78519 -0.27576  0.22
H 2.29941 6.09343 -0.29250  0.42
H 3.64433 6.93131 -2.18144  0.39
H 5.70236 5.74988 -2.85203  0.38
H 6.42798 3.74232 -1.61617  0.39
H 5.09042 2.91800 0.28994  0.43
H 1.29553 3.29597 3.10736  0.50
H -0.20390 3.59110 2.17815  0.31
H -0.14288 1.24383 2.84066  0.58
H 1.49501 1.04302 2.15556  0.35
H -0.23188 -0.87669 2.36325  0.41
H -1.69444 -2.79052 2.04104  0.52

Calculated values
HOMO energy in eV: -7.6
Max |F| in eV Å⁻¹: 0.61
Multiplicity: 1
SMILES string: CCCCCC(=O)Nc1ccc(N2CCN(C(=O)c3ccccc3)CC2)cc1
Frontier orbital gap in eV: 8.2627
Relative energy (zero: lowest compared OMol25 entry of this formula, charge and spin) in kcal per mole: 25.7